## P
Computed, not measured: the molecule C4H5N3O2, with ωB97M-V with the def2-TZVPD basis set.

XYZ file:
```
14
Properties=species:S:1:pos:R:3:lowdin_charge:R:1
O -1.729 -1.759 -0.580 0.12
O 2.513 1.127 -1.433 -0.08
N 0.010 0.769 1.027 0.17
N -1.978 -0.236 1.783 0.17
N 1.827 1.451 -0.237 0.06
C -0.975 -0.050 0.887 -0.35
C 0.381 -0.512 -0.990 0.00
C 0.848 0.630 -0.074 -0.35
C -0.906 -0.909 -0.304 -0.32
H -2.660 -0.986 1.613 0.12
H 1.080 -1.350 -0.989 0.14
H 3.327 1.602 -1.284 0.08
H -1.985 0.387 2.591 0.12
H 0.247 -0.167 -2.009 0.13
```

Output
HOMO-LUMO gap, eV: 8.53
LUMO energy, eV: -0.34
Molar mass, g mol⁻¹: 127.10
Multiplicity: 1

## Q
Computed, not measured: a 2-piece molecular cluster, C4H5N3O2 overall, with ωB97M-V with the def2-TZVPD basis set.

XYZ file:
```
14
Properties=species:S:1:pos:R:3:lowdin_charge:R:1
O 3.129 -2.936 -1.376 0.12
O 2.122 -0.998 -1.119 0.08
N -0.092 -0.120 -3.328 0.17
N 3.016 -1.758 -1.325 -0.17
N -1.021 0.254 1.274 -0.01
C -1.027 1.290 2.234 -0.15
C -0.679 -0.528 -0.895 -0.06
C -0.359 -0.296 -2.219 -0.27
C -0.646 0.492 0.066 -0.21
H -0.452 0.957 3.102 0.08
H -0.630 2.246 1.867 0.08
H -2.055 1.430 2.579 0.09
H -0.997 -1.518 -0.608 0.12
H -0.308 1.485 -0.252 0.13
```

Output
HOMO-LUMO gap (spin up / spin down), eV: 7.37 / 8.50
LUMO energy (spin up / spin down), eV: -1.72 / -1.78
Molar mass, g mol⁻¹: 127.10
Multiplicity: 1

Need the numbers? Relative energies in hartree: P 0.0000; Q 0.1584.